No. 1
64
Properties=species:S:1:pos:R:3 method="wB97M-V/def2-TZVPD" multiplicity=5 charge=-1 homo_energy_ev="-1.22 / -3.76"
Cr -0.270 -0.804 -0.767
C 0.917 4.742 -0.658
Si 2.506 3.866 -0.190
C 3.871 4.595 -1.270
C 2.909 4.373 1.587
C 2.566 2.029 -0.311
C 3.850 1.405 -0.003
C 3.968 0.015 -0.037
C 2.887 -0.771 -0.350
N 1.656 -0.190 -0.638
C 1.532 1.166 -0.615
S -0.160 1.603 -0.946
H 1.069 5.823 -0.572
H 0.091 4.449 -0.008
H 0.619 4.510 -1.681
H 3.964 5.675 -1.124
H 3.658 4.408 -2.325
H 4.835 4.135 -1.042
H 3.023 5.458 1.679
H 3.834 3.902 1.927
H 2.109 4.057 2.262
H 4.710 2.016 0.244
H 4.918 -0.461 0.177
H 2.933 -1.849 -0.409
C -3.664 0.323 -1.588
P -2.719 -0.776 -0.479
C -3.605 -2.361 -0.617
C -3.177 -0.177 1.197
C -4.494 0.127 1.541
C -4.814 0.587 2.806
C -3.810 0.749 3.753
C -2.501 0.442 3.425
C -2.166 -0.022 2.153
P -0.439 -0.464 1.704
C 0.583 0.845 2.443
C -0.118 -1.861 2.846
H -3.266 1.333 -1.493
H -4.736 0.322 -1.380
H -3.494 -0.017 -2.610
H -4.684 -2.250 -0.492
H -3.214 -3.045 0.135
H -3.369 -2.778 -1.597
H -5.282 0.006 0.806
H -5.840 0.825 3.056
H -4.051 1.115 4.743
H -1.723 0.570 4.169
H 0.439 0.915 3.523
H 0.350 1.794 1.962
H 1.626 0.608 2.224
H -0.308 -1.579 3.884
H 0.926 -2.156 2.733
H -0.748 -2.710 2.579
N -0.362 -2.301 -1.704
C 0.096 -3.382 -2.345
C 0.320 -3.388 -3.748
C 0.740 -4.528 -4.406
C 0.963 -5.724 -3.726
C 0.754 -5.739 -2.349
C 0.333 -4.610 -1.671
H 0.159 -2.464 -4.289
H 0.903 -4.482 -5.478
H 1.295 -6.610 -4.250
H 0.926 -6.654 -1.791
H 0.177 -4.636 -0.598



No. 2
51
Properties=species:S:1:pos:R:3 method="wB97M-V/def2-TZVPD" multiplicity=4 charge=-2 relative_energy_kcal_mol=235.5 homo_energy_ev="-2.52 / -2.52"
Re 0.429 0.654 -0.037
S -3.709 -0.592 1.496
Sb -1.733 -0.008 2.438
S -0.890 1.999 1.373
S 0.030 -1.229 1.271
S -1.501 0.001 4.676
O 3.588 -1.474 -0.745
P 2.650 -1.043 -2.000
O 2.511 -2.163 -2.940
O 1.342 -0.482 -1.411
O 3.470 0.225 -2.478
P 2.862 1.591 -3.334
O 2.631 2.580 -0.308
O 1.618 1.164 -4.059
O 0.585 2.265 -1.434
H 3.379 -2.382 -0.497
H 2.378 3.418 0.123
C 8.764 1.163 2.158
C 7.271 1.352 2.118
C 6.635 2.207 3.012
C 5.261 2.384 2.970
C 4.512 1.689 2.033
C 5.121 0.829 1.130
C 6.497 0.673 1.179
S 2.746 1.897 2.087
O 2.526 3.299 2.310
O 2.195 0.927 2.981
N 2.267 1.439 0.598
C 1.908 2.620 -1.960
C 1.888 3.966 -2.363
C 0.768 4.544 -3.026
C -0.472 4.100 -3.381
C -1.080 2.825 -3.081
C -2.311 2.370 -3.564
C -2.895 1.204 -3.081
C -2.274 0.471 -2.084
N -1.078 0.861 -1.645
C -0.524 1.940 -2.174
H 9.213 1.742 2.967
H 9.226 1.477 1.220
H 9.020 0.113 2.312
H 7.224 2.746 3.747
H 4.767 3.062 3.654
H 4.534 0.280 0.405
H 6.970 0.006 0.468
H 2.857 4.359 -2.651
H 0.991 5.527 -3.438
H -1.067 4.766 -3.996
H -2.841 2.964 -4.299
H -3.863 0.890 -3.446
H -2.721 -0.378 -1.584